<one>
Formula: C3H4O2S
Source: OMol25
Level of theory: ωB97M-V with the def2-TZVPD basis set

As for the net charge: 0. Its SMILES is O=C1SC[C@H]1O. As for the HOMO-LUMO gap: 0.354 Ha. The value obtained for the HOMO energy is -9.689 eV.

Each line ends with the natural charge from an NBO analysis.
Atoms and positions in Å:
S (1.330, 0.457, -0.705)  0.1635
O (-2.058, 0.149, 0.212)  -0.6774
O (0.264, -2.044, 0.214)  -0.5079
C (-0.063, 1.355, 0.096)  -0.5030
C (-0.723, 0.150, 0.668)  -0.0412
C (0.249, -0.833, 0.051)  0.4347
H (-2.672, -0.366, 1.120)  0.4760
H (-0.794, 0.212, 1.805)  0.2004
H (0.289, 2.109, 0.774)  0.2210
H (-0.532, 1.866, -0.717)  0.2339

---

<two>
Formula: C3H4O2S
Source: OMol25
Level of theory: ωB97M-V with the def2-TZVPD basis set

As for the net charge: 0. As for the HOMO-LUMO gap: 0.339 Ha. The value obtained for the HOMO energy is -9.852 eV.

Each line ends with the natural charge from an NBO analysis.
Atoms and positions in Å:
S (1.755, -0.051, -0.154)  2.0464
O (3.012, 0.631, -0.028)  -0.8815
O (1.743, -1.474, -0.063)  -0.8580
C (-1.546, -0.820, 0.212)  -0.4056
C (0.552, 0.938, 0.243)  -0.7162
C (-1.278, 0.395, -0.190)  -0.0930
H (0.883, 2.027, 0.153)  0.2694
H (-1.843, 1.098, -0.718)  0.2046
H (-2.490, -1.330, -0.035)  0.2168
H (-0.789, -1.413, 0.581)  0.2170

---

<three>
Formula: C3H4O2S
Source: OMol25
Level of theory: ωB97M-V with the def2-TZVPD basis set

As for the net charge: 0. Its SMILES is CC(=O)C(O)=S. As for the HOMO-LUMO gap: 0.292 Ha. The value obtained for the HOMO energy is -9.338 eV.

Each line ends with the natural charge from an NBO analysis.
Atoms and positions in Å:
S (-0.929, 1.582, -1.489)  -0.0180
O (0.926, -1.360, 0.180)  -0.5510
O (0.288, -0.827, -2.128)  -0.6308
C (0.205, -0.321, 0.123)  0.5065
C (-0.232, 0.465, 1.312)  -0.7258
C (-0.181, 0.102, -1.266)  0.1325
H (0.757, -1.509, -1.497)  0.5121
H (0.453, 0.048, 2.120)  0.2439
H (0.023, 1.537, 1.113)  0.2667
H (-1.310, 0.284, 1.532)  0.2640

---

<four>
Formula: C3H4O2S
Source: OMol25
Level of theory: ωB97M-V with the def2-TZVPD basis set

As for the net charge: 0. Its SMILES is CC#C[SH](=O)=O. As for the HOMO-LUMO gap: 0.379 Ha. The value obtained for the HOMO energy is -10.152 eV.

Each line ends with the natural charge from an NBO analysis.
Atoms and positions in Å:
S (2.060, -2.116, -1.717)  2.0585
O (1.393, -2.779, -2.733)  -0.9063
O (3.037, -2.869, -0.950)  -0.9107
C (0.996, -1.331, -0.634)  -0.4581
C (-0.773, 0.408, 0.464)  -0.7398
C (0.146, -0.435, -0.122)  0.1735
H (2.585, -0.932, -2.133)  -0.0155
H (-0.565, 1.490, 0.811)  0.2681
H (-1.529, 0.417, -0.309)  0.2650
H (-1.226, -0.122, 1.284)  0.2656

---

The structure with the most favorable energy is <three>; the runner-up is 28.3 kcal/mol above it.

---

<one>
Formula: C3H4O2S
Source: OMol25
Level of theory: ωB97M-V with the def2-TZVPD basis set

As for the net charge: 0. Its SMILES is O=C=O.C=CS. As for the HOMO-LUMO gap: 0.333 Ha. The value obtained for the HOMO energy is -8.547 eV.

Each line ends with the natural charge from an NBO analysis.
Atoms and positions in Å:
S (1.018, -1.878, 0.381)  0.0828
O (-2.990, 0.996, -0.376)  -0.5048
O (-1.327, -0.087, 0.726)  -0.5182
C (-2.175, 0.498, 0.237)  1.0296
C (0.898, 0.566, -0.956)  -0.4733
C (0.893, -0.196, 0.165)  -0.3324
H (1.352, -1.695, 1.639)  0.1252
H (0.882, -0.125, -1.829)  0.1808
H (0.875, 0.372, 1.078)  0.2021
H (0.573, 1.548, -1.064)  0.2083

---

<two>
Formula: C3H4O2S
Source: OMol25
Level of theory: ωB97M-V with the def2-TZVPD basis set

As for the net charge: 0. Its SMILES is O=CCOC=S. As for the HOMO-LUMO gap: 0.351 Ha. The value obtained for the HOMO energy is -9.423 eV.

Each line ends with the natural charge from an NBO analysis.
Atoms and positions in Å:
S (1.975, -1.231, 0.111)  -0.0825
O (0.532, 0.948, -0.098)  -0.4716
O (-2.312, -1.131, -0.019)  -0.4960
C (1.666, 0.308, -0.309)  0.0501
C (-0.547, 0.363, 0.559)  -0.1937
C (-1.346, -0.559, -0.392)  0.4313
H (-0.200, -0.246, 1.453)  0.2281
H (-1.185, 1.125, 0.852)  0.2184
H (-0.950, -0.645, -1.432)  0.1155
H (2.365, 1.069, -0.725)  0.2004

---

<three>
Formula: C3H4O2S
Source: OMol25
Level of theory: ωB97M-V with the def2-TZVPD basis set

As for the net charge: 0. Its SMILES is COC(=O)C=S. As for the HOMO-LUMO gap: 0.294 Ha. The value obtained for the HOMO energy is -9.227 eV.

Each line ends with the natural charge from an NBO analysis.
Atoms and positions in Å:
S (3.279, 0.145, 0.158)  0.1581
O (-0.417, -0.481, -0.179)  -0.4844
O (0.564, 1.580, -0.211)  -0.5564
C (0.584, 0.361, -0.264)  0.7070
C (-1.665, 0.015, 0.257)  -0.2631
C (1.836, -0.461, -0.347)  -0.3690
H (-1.626, 0.252, 1.318)  0.1923
H (1.742, -1.497, -0.545)  0.2112
H (-1.996, 0.911, -0.270)  0.2055
H (-2.300, -0.824, 0.084)  0.1988

---

<four>
Formula: C3H4O2S
Source: OMol25
Level of theory: ωB97M-V with the def2-TZVPD basis set

As for the net charge: 0. As for the HOMO-LUMO gap: 0.383 Ha. The value obtained for the HOMO energy is -10.191 eV.

Each line ends with the natural charge from an NBO analysis.
Atoms and positions in Å:
S (-0.397, -1.211, 1.118)  2.1118
O (-0.061, -2.563, 0.778)  -0.8814
O (-1.429, -0.893, 2.099)  -0.8908
C (-0.202, 0.838, -1.292)  -0.6893
C (0.026, 0.071, 0.010)  -0.2724
C (0.872, 0.034, 1.029)  -0.3766
H (-1.109, 1.542, -1.267)  0.2581
H (-0.476, 0.115, -2.157)  0.2475
H (0.735, 1.191, -1.754)  0.2502
H (2.040, 0.874, 1.437)  0.2430

---

The structure with the most favorable energy is <one>; the runner-up is 2.1 kcal/mol above it.